# 1
13
Properties=species:S:1:pos:R:3 method="wB97M-V/def2-TZVPD" mol_weight_da=111.1 energy_ev=-10743.453 lumo_ev=0.067 homo_ha=-0.327 relative_energy_kcal_mol=96.0
O 2.61065 0.40622 -0.26786
C 1.86119 -0.53223 -0.00555
N 0.46378 -0.26639 -0.05954
C 0.11112 1.08982 0.25698
C -1.24535 1.32315 0.13310
N -2.04976 0.27523 -0.31001
C -1.63828 -0.94276 -0.18377
N -0.36842 -1.23919 0.30636
H 2.00377 -1.68718 0.12318
H 0.79501 1.81236 0.43269
H -1.63727 2.26792 -0.02057
H -2.37527 -1.74583 -0.55364
H -0.52281 -0.91238 1.39895

---

# 2
8
Properties=species:S:1:pos:R:3 method="wB97M-V/def2-TZVPD" mol_weight_da=90.0 energy_ev=-15503.086 lumo_ev=-0.067 homo_ha=-0.340 relative_energy_kcal_mol=65.9
C 1.58753 -0.32802 0.58547
C -0.74474 -0.01676 0.12403
O 0.28845 0.83693 0.05785
O -0.70160 -0.93526 1.13289
P 0.79501 -1.34339 1.57657
H 2.60174 -0.12667 0.14873
H -1.58380 0.68842 0.36560
H -0.99327 -0.66357 -0.88213

---

# 3
13
Properties=species:S:1:pos:R:3 method="wB97M-V/def2-TZVPD" mol_weight_da=98.1 energy_ev=-9272.088 lumo_ev=0.698 homo_ha=-0.306 relative_energy_kcal_mol=32.6
C -1.50679 0.38857 1.51850
C -0.58826 -0.08098 0.44364
N -0.81756 -0.97247 -0.45943
C 0.25911 -0.87749 -1.34653
C 1.13027 0.06412 -0.92039
O 2.26845 0.56686 -1.44626
N 0.64273 0.59534 0.28646
H -2.14141 -0.42694 1.86101
H -2.14269 1.17072 1.08722
H -0.97740 0.83799 2.36682
H 0.31605 -1.50809 -2.22314
H 2.44430 0.08670 -2.26746
H 1.05848 0.14295 1.11169

---

# 4
12
Properties=species:S:1:pos:R:3 method="wB97M-V/def2-TZVPD" mol_weight_da=80.1 energy_ev=-6760.496 lumo_ev=-4.540 homo_ha=-0.535 relative_energy_kcal_mol=108.0 total_charge=+1
C 2.95883 0.51648 -0.24200
N 2.01022 -0.05805 0.08106
C 0.88869 -0.59733 0.67616
C -0.03040 -1.56652 -0.40229
C -0.55419 -0.45719 0.07851
C -1.45228 0.61032 -0.07165
H 3.86806 0.87096 -0.62528
H 1.10549 -1.19284 1.55830
H 0.18282 -2.48311 -0.99547
H -2.13659 0.26835 -0.91862
H -0.85620 1.41122 -0.59940
H -1.74415 1.08598 0.81988

---

# 5
14
Properties=species:S:1:pos:R:3 method="wB97M-V/def2-TZVPD" mol_weight_da=101.1 energy_ev=-9844.499 lumo_ev=0.865 homo_ha=-0.353 relative_energy_kcal_mol=64.1
C 0.12680 -1.35159 2.15055
N -1.06493 -0.94108 2.27218
C -1.78617 -0.07749 1.37632
O -2.15214 -0.44595 0.31102
H 0.50823 -2.09138 2.93445
H 0.87402 -1.11109 1.34681
H -2.17223 0.95213 1.68955
C 0.96994 0.16099 -1.80455
C 0.26104 1.18967 -0.91643
O 0.33903 1.25895 0.28236
H 1.52953 -0.51622 -1.26199
H 1.40539 0.74636 -2.59898
H 0.23060 -0.47863 -2.38912
H -0.31254 1.93643 -1.37568

---

# 6
12
Properties=species:S:1:pos:R:3 method="wB97M-V/def2-TZVPD" mol_weight_da=124.2 energy_ev=-19063.676 lumo_ev=0.055 homo_ha=-0.372 relative_energy_kcal_mol=24.3
N 2.16512 -2.68935 0.24716
C 1.24135 -2.01898 0.27178
C 0.06452 -1.14966 0.22000
C 0.19350 0.27329 0.70312
C -0.18929 0.95628 -0.64790
C -1.37723 1.82707 -0.68028
N -2.27148 2.54476 -0.70937
S -0.35886 -0.68380 -1.50947
H -0.78843 -1.69442 0.62399
H 1.18947 0.48421 1.02971
H -0.46782 0.59467 1.49711
H 0.59916 1.55592 -1.04585

---

# 7
13
Properties=species:S:1:pos:R:3 method="wB97M-V/def2-TZVPD" mol_weight_da=106.6 energy_ev=-18830.033 lumo_ev=1.020 homo_ha=-0.368 relative_energy_kcal_mol=34.5
C -1.79733 0.52677 -1.38523
C -0.63812 -0.25006 -0.71542
C -0.40517 -0.84797 1.18079
C 0.10667 0.48499 0.42623
H -2.20559 -0.12194 -2.19914
H -1.42959 1.44622 -1.87108
H -2.48335 0.80362 -0.65796
H 0.12776 -0.54457 -1.43496
H 0.50020 -1.43464 1.44414
H -1.10240 -0.74815 2.10352
H -0.36958 1.44635 0.67151
O -1.05328 -1.36603 0.07032
Cl 1.87015 0.62347 0.25548

---

# 8
64
Properties=species:S:1:pos:R:3 method="wB97M-V/def2-TZVPD" mol_weight_da=445.3 energy_ev=-40555.655 lumo_ev=3.302 homo_ha=-0.038 relative_energy_kcal_mol=0.0 total_charge=-2
C 2.16750 0.26889 -1.13663
C 1.14129 0.22311 -2.27800
C -0.28079 0.12482 -1.66621
B -1.54400 0.95804 -2.30567
O -1.95687 2.11740 -1.45913
C -2.80030 1.65107 -0.45457
C -3.42035 0.32520 -0.95105
C -3.36818 -0.72403 0.21857
O -2.25276 -1.14169 0.60618
O -4.50040 -0.99224 0.73475
O -2.79880 0.06382 -2.18880
H 3.18808 0.03252 -1.43469
H 1.79386 -0.46922 -0.42775
H 2.09895 1.23137 -0.63249
H 1.24569 1.04989 -2.98567
H 1.33871 -0.71098 -2.82531
H -0.58631 -0.92358 -1.66177
H -0.17492 0.41858 -0.61891
H -1.40909 1.25017 -3.51276
H -3.57424 2.38636 -0.20356
H -2.20342 1.41169 0.43498
H -4.49560 0.47274 -1.11645
C -0.27055 1.56592 2.94511
C -0.08802 2.33751 1.73117
N 0.06070 2.88248 0.73361
H -0.23737 2.22232 3.81437
H -1.24085 1.07759 2.93566
H 0.50887 0.81787 3.05817
C 2.74093 -3.44072 -3.45566
C 3.65053 -2.46936 -2.86764
N 4.36752 -1.69794 -2.41251
H 2.70159 -3.30866 -4.53521
H 3.07213 -4.45322 -3.23185
H 1.73922 -3.29319 -3.05290
C 6.14595 0.21142 -4.50484
C 6.19146 0.82438 -5.82476
N 6.22510 1.29965 -6.86944
H 6.54872 0.89335 -3.75827
H 5.12724 -0.03451 -4.21242
H 6.73649 -0.70250 -4.49096
C -3.88202 4.13371 -3.13381
C -4.08854 4.54806 -4.51236
N -4.25329 4.90511 -5.59305
H -3.70793 5.00640 -2.50585
H -4.75910 3.60851 -2.75893
H -3.02356 3.45804 -3.01500
C 1.33014 -2.37505 2.81207
C 2.10552 -1.19203 2.47814
N 2.63489 -0.21065 2.20780
H 1.05895 -2.90928 1.90181
H 1.90060 -3.04323 3.45593
H 0.41546 -2.08787 3.32241
C 0.77601 -2.79574 7.59170
C 0.79513 -1.88684 6.45425
N 0.81030 -1.17399 5.55583
H 0.63879 -3.82054 7.25169
H 1.71425 -2.73090 8.13956
H -0.04065 -2.53773 8.26323
C -3.77737 -0.86517 3.43498
C -3.46741 0.39346 4.10618
N -3.21147 1.38209 4.63734
H -3.83286 -0.71256 2.34684
H -2.99400 -1.59426 3.63301
H -4.72958 -1.25587 3.78957

---

# 9
8
Properties=species:S:1:pos:R:3 method="wB97M-V/def2-TZVPD" mol_weight_da=129.1 energy_ev=-28347.956 lumo_ev=4.266 homo_ha=-0.181 relative_energy_kcal_mol=10.3 total_charge=-1
O -3.50390 -0.57720 -0.13568
O -2.06116 0.76311 1.25924
O -1.71071 0.69082 -1.17130
O -1.18434 -1.27904 0.33116
P 0.28797 -0.99218 -0.16706
S -2.23275 0.08257 0.05780
H 0.52333 0.42445 0.30917
H 0.08954 -0.69263 -1.42824

---

# 10
28
Properties=species:S:1:pos:R:3 method="wB97M-V/def2-TZVPD" mol_weight_da=172.2 energy_ev=-15628.177 lumo_ev=0.767 homo_ha=-0.315 relative_energy_kcal_mol=8.0
N -1.43604 1.91065 1.85434
C -1.01648 0.55276 1.58755
C 0.43764 0.35516 1.30387
C 1.00307 -0.21308 2.37056
O 0.13401 -0.71637 3.26647
C -1.16166 -0.32858 2.83323
H -1.68119 2.41772 1.01558
H -0.67096 2.42158 2.24047
H -1.67978 0.22594 0.78994
H 0.96940 0.74235 0.45631
H 2.05261 -0.38710 2.59918
H -1.65776 0.28189 3.59417
H -1.75401 -1.24594 2.65775
C -0.76454 0.58330 -1.77999
C 0.18573 -0.34676 -1.87048
C -0.20930 -1.79991 -1.97373
N 0.73214 -2.77314 -1.39668
O 1.50595 -0.09996 -2.08395
C 1.77702 1.32733 -1.94273
H -1.80387 0.26117 -1.66171
H -0.58249 1.64351 -1.85702
H -0.28813 -2.02323 -3.04943
H -1.24889 -1.92616 -1.58331
H 1.32532 -2.35375 -0.68943
H 0.25477 -3.52603 -0.90793
H 1.29294 1.84029 -2.79876
H 2.86894 1.44814 -1.98026
H 1.41555 1.72823 -0.99401

---

# 11
6
Properties=species:S:1:pos:R:3 method="wB97M-V/def2-TZVPD" mol_weight_da=128.1 energy_ev=-29857.752 lumo_ev=6.457 homo_ha=0.047 relative_energy_kcal_mol=34.9 total_charge=-2
O -1.06161 0.40243 1.43610
S -0.53876 -0.05495 0.13763
O -0.74242 -1.52988 0.04424
O -1.46570 0.70092 -1.14908
S 1.46385 0.34931 0.40309
O 2.34464 0.13218 -0.87199

---

# 12
48
Properties=species:S:1:pos:R:3 method="wB97M-V/def2-TZVPD" mol_weight_da=404.4 energy_ev=-39148.266 lumo_ev=0.146 homo_ha=-0.267 relative_energy_kcal_mol=81.0
C -0.86578 0.93210 -5.55751
C 0.14915 -0.01324 -4.81164
C -0.00032 -0.72872 -3.63097
C -0.83070 -0.84959 -2.57215
N -2.14689 -0.30565 -2.73180
C -0.57376 -1.77300 -1.49228
C -1.45625 -1.76395 -0.27761
O -2.73237 -1.62673 -0.29801
N -0.84320 -1.82169 0.94270
C -1.41794 -1.36989 2.24090
C -0.66986 -1.38215 3.53356
N -1.14018 -0.05851 3.86987
C -0.28159 0.91248 4.29452
C 0.58913 0.64864 5.33780
C 1.46451 1.64636 5.70699
C 1.49647 2.91997 5.16731
C 2.56449 3.97701 5.41797
F 2.99359 3.80861 6.72661
F 3.71564 3.72466 4.73180
F 2.18369 5.23168 5.12542
N 0.51403 3.13803 4.28279
C -0.38427 2.25077 3.85563
C -1.93884 0.04060 2.65299
C 0.42852 -2.63042 -1.62671
C 1.37209 -2.53415 -2.62967
C 1.04095 -1.62724 -3.68366
N 1.81474 -1.53894 -4.71873
N 1.23634 -0.56217 -5.54344
C 1.33746 -0.51642 -7.05701
H -1.33174 0.43980 -6.40223
H -1.75338 1.02246 -4.83842
H -0.37385 1.86967 -5.84432
H -2.37563 0.20030 -3.57344
H -2.74248 -0.24236 -1.90818
H 0.14872 -1.87579 0.87378
H -2.16174 -2.15598 2.40302
H -0.98653 -2.08470 4.30731
H 0.34495 -1.39515 3.30896
H 0.68723 -0.34823 5.79025
H 2.14767 1.37396 6.52074
H -1.25827 2.52262 3.30540
H -3.06354 0.16376 2.86913
H -1.68564 0.81509 1.93790
H 0.61933 -3.36655 -0.90168
H 2.11842 -3.22581 -2.62261
H 0.49453 -1.01065 -7.46560
H 1.42908 0.39255 -7.68754
H 2.12405 -1.22346 -7.32815